a) Here is a cluster of 3 separate species, C3H10O3S in total from the Open Molecules 2025 dataset. Energies are from ωB97M-V with the def2-TZVPD basis set.

- HOMO level (eV) = 0.14
- net charge = -2
- gap between HOMO and LUMO (eV) = 5.79

Geometry (Å):
1 C 0.13 0.35 0.02
2 O 1.09 0.26 -0.98
3 C -1.26 0.07 -0.52
4 C -2.41 0.02 0.48
5 S -4.10 -0.10 -0.17
6 H 0.36 -0.35 0.84
7 H 0.13 1.35 0.50
8 H -1.23 -0.90 -1.03
9 H -1.51 0.77 -1.32
10 H -2.36 1.02 0.96
11 H -2.16 -0.63 1.32
12 H 5.32 -1.84 0.57
13 H 4.66 -0.43 0.48
14 O 5.54 -0.91 0.72
15 H 2.04 0.22 -0.48
16 H 3.27 0.64 1.12
17 O 3.24 0.22 0.26

Atom charges from the natural (NBO) analysis, given in e for atoms 1 to 4: C -0.034; O -0.818; C -0.423; C -0.520

b) Here is a cluster of 3 separate species, C3H10O3S in total from the Open Molecules 2025 dataset. Energies are from ωB97M-V with the def2-TZVPD basis set.

- HOMO level (eV) = 0.45
- net charge = -2
- gap between HOMO and LUMO (eV) = 5.66

Geometry (Å):
1 C 0.15 -0.28 -0.47
2 O 1.22 -0.87 0.15
3 C -1.24 -0.70 0.11
4 C -2.38 0.28 -0.17
5 S -3.99 -0.14 0.68
6 H 0.24 -0.50 -1.56
7 H 0.05 0.85 -0.49
8 H -1.61 -1.65 -0.31
9 H -1.17 -0.86 1.19
10 H -1.97 1.28 0.04
11 H -2.73 0.28 -1.21
12 H 2.62 -0.55 2.59
13 H 1.68 -0.19 1.42
14 O 2.26 0.20 2.18
15 H 1.91 1.45 -1.84
16 H 2.33 0.51 -0.74
17 O 2.64 0.90 -1.57

Atom charges from the natural (NBO) analysis, given in e for atoms 1 to 4: C -0.036; O -0.954; C -0.442; C -0.502

Least stable structure: b)

a) Here is an isolated molecule of C3H3ClFNOS from the Open Molecules 2025 dataset. Energies are from ωB97M-V with the def2-TZVPD basis set.

- HOMO level (eV) = -9.13
- net charge = 0
- gap between HOMO and LUMO (eV) = 9.68

Geometry (Å):
1 C -1.34 0.34 0.54
2 C 0.20 0.28 0.29
3 C 2.50 -0.29 -0.37
4 H -1.67 0.09 1.55
5 H 2.51 -0.63 -1.44
6 H 3.41 -0.37 0.17
7 N 0.77 1.30 -0.20
8 O 2.13 1.07 -0.39
9 F -1.76 1.59 0.26
10 S 1.16 -1.18 0.47
11 Cl -2.21 -0.84 -0.49

Atom charges from the natural (NBO) analysis, given in e for atoms 1 to 4: C 0.195; C -0.030; C -0.209; H 0.199

b) Here is an isolated molecule of C3H3ClFNOS from the Open Molecules 2025 dataset. Energies are from ωB97M-V with the def2-TZVPD basis set.

- HOMO level (eV) = -9.13
- net charge = 0
- gap between HOMO and LUMO (eV) = 9.16

Geometry (Å):
1 C 0.29 -1.63 0.03
2 C 0.86 -0.23 0.38
3 C -0.60 0.30 0.03
4 H -2.65 -0.61 -0.62
5 H 0.48 -2.33 0.88
6 H 0.62 -2.09 -0.96
7 N -1.03 -1.01 0.07
8 O -2.18 -1.42 -0.49
9 F 1.22 -0.07 1.64
10 S -1.38 1.70 0.05
11 Cl 2.00 0.36 -0.83

Atom charges from the natural (NBO) analysis, given in e for atoms 1 to 4: C -0.255; C 0.292; C -0.017; H 0.489

Least stable structure: b)

a) Here is a structure of composition C9H14N4O3 from the Open Molecules 2025 dataset. Energies are from ωB97M-V with the def2-TZVPD basis set.

- HOMO level (eV) = -8.04
- net charge = 0
- gap between HOMO and LUMO (eV) = 8.59

Geometry (Å):
1 C 2.62 -0.01 -0.17
2 C 1.23 -0.45 -0.35
3 C 3.70 -0.98 -0.91
4 C -0.68 -1.25 1.04
5 C -1.72 -1.77 -0.05
6 C -1.14 0.04 1.65
7 C -1.33 1.17 0.71
8 C -1.91 1.19 -0.69
9 C -0.51 2.95 -0.15
10 H 3.80 1.22 1.22
11 H 1.92 0.65 1.59
12 H 2.72 0.88 -0.82
13 H 3.42 -0.90 -2.10
14 H 3.88 -2.14 -0.73
15 H 4.64 -0.55 -1.07
16 H 1.29 -1.10 1.51
17 H -0.98 -2.08 1.69
18 H -0.27 0.43 2.40
19 H -2.08 0.00 2.57
20 H -2.69 0.29 -1.06
21 H -0.05 3.96 -0.23
22 H -1.66 2.61 -2.05
23 H -0.76 -0.92 -1.52
24 N 2.94 0.27 1.31
25 N 0.77 -1.06 0.73
26 N -0.34 2.26 1.03
27 N -1.38 2.24 -1.23
28 O 0.70 -0.24 -1.45
29 O -2.60 -2.60 0.26
30 O -1.67 -1.36 -1.41

Atom charges from the natural (NBO) analysis, given in e for atoms 1 to 4: C -0.146; C 0.677; C -0.629; C -0.195

b) Here is an isolated molecule of C9H14N4O3 from the Open Molecules 2025 dataset. Energies are from ωB97M-V with the def2-TZVPD basis set.

- HOMO level (eV) = -9.00
- net charge = 0
- gap between HOMO and LUMO (eV) = 9.59

Geometry (Å):
1 C -1.05 0.55 1.96
2 C -0.72 0.76 0.48
3 C -1.70 1.85 2.43
4 C 1.28 1.09 -1.06
5 C 0.71 1.48 -2.43
6 C 1.92 -0.27 -1.14
7 C 0.94 -1.40 -0.92
8 C 0.33 -2.04 -1.94
9 C -0.43 -2.77 -0.04
10 H 0.00 0.15 3.73
11 H 0.63 -0.58 2.48
12 H -1.75 -0.27 1.90
13 H -2.75 1.81 1.99
14 H -1.09 2.78 2.22
15 H -1.73 1.76 3.58
16 H 1.09 1.36 0.98
17 H 1.99 1.89 -1.02
18 H 2.84 -0.32 -0.39
19 H 2.29 -0.36 -2.16
20 H 0.43 -2.12 -3.01
21 H -1.14 -3.23 0.69
22 H -1.04 -3.73 -1.94
23 H -1.06 1.02 -1.81
24 N 0.21 0.36 2.75
25 N 0.48 1.37 0.14
26 N 0.45 -1.80 0.25
27 N -0.63 -2.88 -1.35
28 O -1.46 0.39 -0.43
29 O 1.58 1.82 -3.25
30 O -0.60 1.34 -2.70

Atom charges from the natural (NBO) analysis, given in e for atoms 1 to 4: C -0.148; C 0.745; C -0.615; C -0.167

Least stable structure: a)

a) Here is an isolated molecule of C3H3N3OS from the Open Molecules 2025 dataset. Energies are from ωB97M-V with the def2-TZVPD basis set.

- HOMO level (eV) = -9.22
- net charge = 0
- gap between HOMO and LUMO (eV) = 8.56

Geometry (Å):
1 C 0.95 0.22 0.00
2 C 0.53 1.51 -0.01
3 C -1.31 -0.48 -0.01
4 H 2.34 -1.61 0.00
5 H 1.22 2.37 0.03
6 H -1.73 -2.29 0.00
7 N -0.83 1.81 0.00
8 N -1.70 0.90 0.00
9 N -2.17 -1.38 0.00
10 O 0.06 -0.78 0.00
11 S 2.63 -0.27 0.00

Atom charges from the natural (NBO) analysis, given in e for atoms 1 to 4: C 0.222; C -0.236; C 0.580; H 0.161

b) Here is a structure of composition C3H3N3OS from the Open Molecules 2025 dataset. Energies are from ωB97M-V with the def2-TZVPD basis set.

- HOMO level (eV) = -9.08
- net charge = 0
- gap between HOMO and LUMO (eV) = 7.98

Geometry (Å):
1 C 2.25 -0.67 0.04
2 C 0.95 -0.21 -0.21
3 C -1.07 -0.04 -0.10
4 H 4.18 -0.59 0.44
5 H 2.33 -1.80 -0.02
6 H -2.72 -1.54 1.07
7 N 0.76 1.18 -0.03
8 N -0.44 1.28 0.08
9 N -0.16 -0.94 -0.18
10 O 3.47 0.11 0.08
11 S -2.84 -0.13 0.02

Atom charges from the natural (NBO) analysis, given in e for atoms 1 to 4: C 0.261; C 0.087; C 0.145; H 0.496

c) Here is an isolated molecule of C3H3N3OS from the Open Molecules 2025 dataset. Energies are from ωB97M-V with the def2-TZVPD basis set.

- HOMO level (eV) = -9.44
- net charge = 0
- gap between HOMO and LUMO (eV) = 9.01

Geometry (Å):
1 C 0.20 0.70 0.20
2 C -1.18 1.00 0.46
3 C 0.29 -0.64 -0.22
4 H 2.29 0.93 -0.79
5 H -1.32 1.96 0.77
6 H 1.26 -1.97 -0.74
7 N -2.09 0.05 0.60
8 N -1.81 -1.25 0.48
9 N -0.55 -1.56 0.10
10 O 1.51 -1.06 -0.70
11 S 1.40 1.84 -0.16

Atom charges from the natural (NBO) analysis, given in e for atoms 1 to 4: C -0.259; C 0.019; C 0.444; H 0.192

Least stable structure: b)

a) Here is an isolated molecule of C3H3N3OS from the Open Molecules 2025 dataset. Energies are from ωB97M-V with the def2-TZVPD basis set.

- HOMO level (eV) = -8.55
- net charge = 0
- gap between HOMO and LUMO (eV) = 7.60

Geometry (Å):
1 C 0.11 1.44 -0.16
2 C -0.52 0.50 0.59
3 C -0.34 -0.75 0.27
4 H 0.92 3.11 -0.62
5 H -0.52 3.08 0.63
6 H -1.05 0.83 1.47
7 N -0.03 2.77 -0.23
8 N 1.58 -0.11 -1.07
9 N 1.03 1.02 -1.13
10 O 0.80 -1.06 -0.34
11 S -1.20 -1.96 0.88

Atom charges from the natural (NBO) analysis, given in e for atoms 1 to 4: C 0.354; C -0.370; C 0.136; H 0.428

b) Here is an isolated molecule of C3H3N3OS from the Open Molecules 2025 dataset. Energies are from ωB97M-V with the def2-TZVPD basis set.

- HOMO level (eV) = -8.29
- net charge = 0
- gap between HOMO and LUMO (eV) = 7.19

Geometry (Å):
1 C 0.12 0.38 -0.06
2 C -1.29 0.35 0.04
3 C 0.76 -0.94 0.05
4 H 1.97 1.25 -0.13
5 H 0.53 2.35 -0.14
6 H -1.96 1.24 0.26
7 N 0.94 1.44 0.01
8 N -1.33 -2.05 -0.07
9 N -0.06 -2.05 0.03
10 O -2.00 -0.74 0.00
11 S 2.33 -1.23 0.01

Atom charges from the natural (NBO) analysis, given in e for atoms 1 to 4: C 0.066; C 0.128; C -0.081; H 0.436

Least stable structure: a)

a) Here is the ion C4H11N2O2 with charge +1 from the Open Molecules 2025 dataset. Energies are from ωB97M-V with the def2-TZVPD basis set.

- HOMO level (alpha / beta) (eV) = -10.63 / -10.63
- net charge = +1
- gap between HOMO and LUMO (alpha / beta) (eV) = 7.54 / 7.54

Geometry (Å):
1 C -0.64 -1.03 -0.99
2 C 0.01 1.39 -1.17
3 C -0.44 -0.62 0.50
4 C 1.27 0.07 2.03
5 N -1.53 -0.60 1.28
6 N 0.08 -0.12 -1.87
7 O 1.23 1.85 -1.11
8 O 0.82 -0.67 0.84
9 H -0.38 -2.18 -0.97
10 H -1.63 -0.89 -1.28
11 H -0.82 1.90 -1.60
12 H 1.04 1.19 2.00
13 H 2.33 -0.04 1.98
14 H 1.06 -0.60 2.98
15 H -2.42 -0.53 1.04
16 H -1.35 -0.24 2.16
17 H 1.17 -0.12 -1.72
18 H -0.16 -0.35 -2.95
19 H 1.48 2.63 -1.66

Atom charges from the natural (NBO) analysis, given in e for atoms 1 to 4: C -0.279; C -0.048; C 0.684; C -0.318

b) Here is a structure of composition C4H11N2O2 from the Open Molecules 2025 dataset. Energies are from ωB97M-V with the def2-TZVPD basis set.

- HOMO level (alpha / beta) (eV) = -11.73 / -11.58
- net charge = +1
- gap between HOMO and LUMO (alpha / beta) (eV) = 8.66 / 8.27

Geometry (Å):
1 C 0.15 0.81 -0.76
2 C -1.20 0.28 0.69
3 C 1.06 0.91 1.57
4 C 0.82 -1.16 -2.07
5 N -1.30 0.68 -0.68
6 N 0.34 0.20 0.55
7 O -1.60 -0.98 0.92
8 O 0.42 -1.98 -1.08
9 H 0.69 1.58 -1.28
10 H -1.49 0.95 1.46
11 H 2.10 1.07 1.24
12 H 0.85 1.96 1.67
13 H 0.73 0.47 2.58
14 H 1.87 -1.21 -2.00
15 H 0.36 -1.05 -3.00
16 H -1.72 1.62 -0.93
17 H 0.65 -0.79 0.55
18 H -2.28 -0.95 1.59
19 H -0.46 -2.39 -1.02

Atom charges from the natural (NBO) analysis, given in e for atoms 1 to 4: C -0.002; C 0.419; C -0.453; C 0.046

c) Here is the ion C4H11N2O2 with charge +1 from the Open Molecules 2025 dataset. Energies are from ωB97M-V with the def2-TZVPD basis set.

- HOMO level (eV) = -14.57
- net charge = +1
- gap between HOMO and LUMO (eV) = 11.53

Geometry (Å):
1 N 1.19 -0.15 -1.02
2 C 0.05 0.46 -0.31
3 C -0.38 -0.45 0.81
4 C -0.84 -1.81 0.34
5 O 0.19 -2.39 -0.50
6 C 0.42 1.87 0.06
7 N -0.56 2.63 0.59
8 O 1.56 2.25 -0.10
9 H 1.89 -0.44 -0.34
10 H 1.65 0.57 -1.60
11 H 0.92 -0.95 -1.60
12 H -0.80 0.48 -0.98
13 H -0.98 -0.04 1.61
14 H 0.45 -0.68 1.51
15 H -1.72 -1.70 -0.33
16 H -1.03 -2.50 1.15
17 H -0.19 -3.16 -0.86
18 H -1.56 2.59 0.47
19 H -0.27 3.43 1.10

Atom charges from the natural (NBO) analysis, given in e for atoms 1 to 4: N -0.668; C -0.148; C -0.467; C -0.070

Least stable structure: b)